1.
{
  "formula": "C2H6F2N2",
  "method": "ωB97M-V/def2-TZVPD",
  "elements": ["H", "C", "C", "H", "F", "H", "H", "F", "N", "H", "N", "H"],
  "coordinates": [[-1.337770, -1.654422, -0.480277], [-2.301961, -0.038513, 0.612791], [2.278273, 0.357835, -0.426962], [-2.852856, -0.931996, 0.365300], [1.724014, 1.226407, -1.227047], [1.621158, -0.535019, -0.378590], [-2.685424, 0.789056, 1.223601], [2.204238, 0.743578, 0.796266], [-1.030142, 0.007759, 0.254470], [3.367784, 0.123124, -0.685509], [-0.495860, -1.009095, -0.410102], [-0.491455, 0.921285, 0.356056]],
  "atomic_forces_ev_per_a": [[1.68, 0.50, -0.07], [0.71, 2.06, 1.06], [1.16, -5.07, -1.47], [-0.11, 0.12, 0.19], [-0.65, 2.06, -1.56], [0.73, -0.05, -1.17], [0.02, -0.54, -0.49], [0.26, 2.47, 4.19], [-1.27, -0.75, -0.91], [-1.34, 0.63, -0.02], [-0.61, 0.43, 0.23], [-0.58, -1.85, 0.01]],
  "e_homo_ev": [-7.91, -7.91],
  "max_force_ev_per_a": 5.409,
  "total_charge": 0,
  "e_lumo_ev": [0.9, 0.9],
  "relative_energy_ev": 3.065,
  "homo_lumo_gap_ev": [8.848, 8.847]
}

---

2.
{
  "formula": "C2H6F2NP",
  "method": "ωB97M-V/def2-TZVPD",
  "elements": ["H", "H", "P", "F", "C", "N", "H", "H", "C", "H", "F", "H"],
  "coordinates": [[-0.234993, 1.476328, 0.000317], [-0.950718, -0.894701, -1.006132], [0.879206, -0.247210, 1.193742], [2.589148, 1.167201, -0.285378], [-0.580650, 0.637168, 0.525248], [1.738403, 0.171770, -0.567878], [-1.420371, 0.964729, 1.212536], [-1.734993, -0.974453, 0.370450], [-1.435567, -0.297856, -0.353474], [0.676940, -1.408179, 0.602248], [2.604164, -0.849861, -0.794023], [-2.130566, 0.255062, -0.897661]],
  "atomic_forces_ev_per_a": [[0.62, 1.31, -0.65], [2.24, -1.54, -2.44], [1.45, 2.84, -0.84], [1.23, 1.99, 0.29], [-2.47, -1.19, 0.62], [-2.20, -0.73, 1.74], [1.75, 0.07, 0.09], [-1.98, -1.38, 1.07], [1.17, 1.80, 1.61], [-0.83, -2.40, -0.71], [0.78, -1.39, -0.32], [-1.78, 0.63, -0.46]],
  "e_homo_ev": -9.63,
  "max_force_ev_per_a": 3.658,
  "total_charge": 0,
  "e_lumo_ev": 0.3,
  "relative_energy_ev": 6.541,
  "homo_lumo_gap_ev": 9.968
}

---

3.
{
  "formula": "C2H6F2OS",
  "method": "ωB97M-V/def2-TZVPD",
  "elements": ["C", "H", "S", "C", "F", "F", "H", "O", "H", "H", "H", "H"],
  "coordinates": [[0.839868, 0.260115, -1.416908], [-2.564802, -0.485806, 2.357330], [-3.120137, -1.124715, 1.300639], [1.595889, 0.646288, -0.152406], [-0.297857, -0.309389, -0.893128], [0.527713, 1.429771, -2.106722], [1.274449, 1.679136, 0.318431], [1.524870, -0.543335, 0.580435], [0.681235, -0.915594, 0.528529], [1.198340, -0.597391, -1.955052], [2.674484, 0.844571, -0.294497], [-4.334053, -0.883651, 1.733351]],
  "atomic_forces_ev_per_a": [[-0.45, 2.02, 1.38], [-0.15, -0.19, -0.31], [0.89, 0.06, 0.06], [1.01, 0.93, -0.06], [-1.72, 0.58, -0.75], [0.12, -1.79, 0.01], [-0.36, -2.26, -0.63], [2.85, 0.95, 1.64], [-2.01, -0.60, 0.01], [1.00, 0.48, -1.16], [-0.44, -0.32, -0.44], [-0.74, 0.13, 0.25]],
  "e_homo_ev": -9.80,
  "max_force_ev_per_a": 3.425,
  "total_charge": 0,
  "e_lumo_ev": 0.8,
  "homo_lumo_gap_ev": 10.588
}

---

4.
{
  "formula": "C2H6F3N4P3",
  "method": "ωB97M-V/def2-TZVPD",
  "elements": ["P", "H", "N", "H", "F", "C", "H", "H", "F", "N", "H", "P", "C", "N", "N", "F", "H", "P"],
  "coordinates": [[-1.914830, 0.944695, 0.640840], [-0.240924, -0.228886, 2.207683], [-0.247785, 0.889614, 0.388836], [0.268177, -1.031368, 0.748050], [-4.011842, -2.267857, -0.692260], [0.425641, -0.119431, 1.289995], [1.450684, 1.277920, -0.696995], [0.294560, -0.090324, -1.248461], [-1.903183, 1.552163, 2.120174], [-4.610819, 0.252014, -0.907473], [-0.265092, 1.678613, -1.616597], [-4.078786, 1.703100, -1.089664], [0.331674, 0.958241, -0.918678], [-2.509184, -0.825743, 0.768440], [-2.712605, 1.969709, -0.226194], [-5.113960, -1.159061, 1.054962], [1.506879, 0.100937, 1.363515], [-3.944192, -0.843784, 0.081348]],
  "atomic_forces_ev_per_a": [[1.21, -2.81, 1.80], [1.68, 0.36, -0.74], [-1.86, 0.51, 2.01], [0.45, -1.03, -0.05], [0.15, 1.90, 0.74], [-1.89, 0.61, -0.44], [-2.21, -0.45, -1.15], [0.46, 0.38, -0.98], [-0.32, -1.03, -0.95], [0.34, -1.61, 0.66], [1.38, -1.30, 1.29], [0.99, 1.49, 0.05], [0.99, 0.72, -0.37], [0.11, 4.97, -0.81], [-0.47, -0.11, -0.92], [0.25, 0.12, 0.36], [-0.77, 0.07, 0.51], [-0.48, -2.81, -1.00]],
  "e_homo_ev": -9.89,
  "max_force_ev_per_a": 5.034,
  "total_charge": 0,
  "e_lumo_ev": -0.6,
  "relative_energy_ev": 0.669,
  "homo_lumo_gap_ev": 9.333
}

---

5.
{
  "formula": "C2H6FINP",
  "method": "ωB97M-V/def2-TZVPD",
  "elements": ["P", "H", "H", "C", "C", "H", "F", "I", "H", "N", "H", "H"],
  "coordinates": [[-0.347073, -0.994465, -2.767988], [-0.961152, 1.691889, 2.659067], [1.372886, 0.216339, 0.510298], [0.737986, -0.632579, 0.918405], [-0.333687, 1.162810, 1.835185], [-1.126500, -1.240263, -1.527049], [0.123806, -1.399226, -0.039504], [0.320165, 1.274493, -2.532460], [0.274818, 1.877357, 1.155129], [-0.179771, -0.079576, 1.878680], [-1.441131, -0.693052, -3.604510], [1.559652, -1.183727, 1.514747]],
  "atomic_forces_ev_per_a": [[-0.82, -1.37, 0.52], [0.85, -1.02, -1.62], [-1.03, -0.85, -0.69], [3.09, 1.03, 1.47], [0.31, 2.45, 1.23], [0.35, 0.62, -1.64], [0.65, 0.22, 1.13], [0.18, 0.88, 0.30], [-0.99, -1.17, 0.70], [-0.76, -0.65, -0.48], [-0.15, -0.06, 0.06], [-1.68, -0.08, -1.00]],
  "e_homo_ev": -8.98,
  "max_force_ev_per_a": 3.580,
  "total_charge": 0,
  "e_lumo_ev": 0.2,
  "relative_energy_ev": 0.156,
  "homo_lumo_gap_ev": 9.131
}

---

6.
{
  "formula": "C2H6I2Si2",
  "method": "ωB97M-V/def2-TZVPD",
  "elements": ["H", "H", "Si", "C", "I", "H", "H", "I", "C", "H", "Si", "H"],
  "coordinates": [[2.167318, -1.517266, 0.686357], [-0.019530, -1.062146, -1.059270], [-1.445319, 0.562150, 0.408550], [0.210842, -0.114229, -0.693237], [-0.593938, 2.879655, 1.060676], [0.316025, 0.388228, -1.712243], [-3.572007, 0.982857, 1.278506], [4.665906, -1.795403, -1.308062], [-3.120060, 0.168652, 0.876704], [2.995345, 0.706112, -0.183623], [2.117872, -0.419296, -0.206728], [-3.722455, -0.779314, 0.852372]],
  "atomic_forces_ev_per_a": [[0.36, -0.63, 1.13], [-0.77, -2.12, -0.21], [0.47, 0.12, -0.49], [0.31, 1.80, 0.23], [-0.56, -0.96, -0.22], [-0.57, 0.30, 1.49], [-1.37, 2.34, 1.37], [0.58, -0.30, -0.19], [3.01, -2.76, -1.85], [0.46, 0.75, 0.52], [-2.97, 0.39, -1.55], [1.05, 1.05, -0.23]],
  "e_homo_ev": [-6.78, -8.30],
  "max_force_ev_per_a": 4.482,
  "total_charge": 0,
  "e_lumo_ev": [0.2, -3.9],
  "relative_energy_ev": 2.641,
  "multiplicity": 3,
  "homo_lumo_gap_ev": [6.946, 4.429],
  "s2": 2.0053
}

---

7.
{
  "formula": "C2H6I3NSi",
  "method": "ωB97M-V/def2-TZVPD",
  "elements": ["H", "H", "H", "H", "H", "C", "I", "Si", "H", "I", "I", "C", "N"],
  "coordinates": [[-2.286496, -0.334206, 1.941052], [1.162811, -0.424613, 0.484906], [-1.135447, 0.546844, -0.189159], [-0.852171, 0.387829, 2.215080], [-1.005696, -1.347037, 2.173109], [-1.251065, -0.402720, 1.710513], [0.281388, 2.770164, -2.236954], [1.566844, 0.693143, -1.674016], [-1.640305, -0.975665, -0.343072], [3.707364, 0.882067, -0.552306], [1.936211, -0.650812, -3.679394], [-0.900938, -0.428717, 0.249306], [0.417500, -0.716277, -0.099065]],
  "atomic_forces_ev_per_a": [[-1.27, 0.18, -0.54], [0.19, 0.26, 1.58], [-0.24, 0.69, 0.41], [1.69, 2.05, 1.38], [0.62, -0.27, 0.30], [-0.57, -2.32, -0.69], [0.57, -0.83, 0.37], [-2.07, -1.78, 1.45], [0.40, -1.00, 0.23], [-0.11, 0.24, -0.01], [-0.16, 0.27, 0.25], [-2.10, 2.18, -0.91], [3.05, 0.32, -3.83]],
  "e_homo_ev": [-8.63, -8.63],
  "max_force_ev_per_a": 4.901,
  "total_charge": 0,
  "e_lumo_ev": [-1.3, -1.3],
  "relative_energy_ev": 2.137,
  "homo_lumo_gap_ev": [7.376, 7.375]
}

---

8.
{
  "formula": "C2H6IN2",
  "method": "ωB97M-V/def2-TZVPD",
  "elements": ["H", "H", "N", "C", "N", "I", "H", "H", "H", "H", "C"],
  "coordinates": [[-2.442037, 0.098611, 2.640837], [2.683534, 0.312760, -1.888373], [1.706901, 0.067519, -0.001400], [-1.456888, 0.290074, 2.227196], [-0.517775, 0.433625, 1.583692], [-2.197812, -1.116669, -1.724546], [0.629897, 0.155411, 0.296180], [0.880981, 0.645898, -1.742692], [2.410443, -0.337672, 0.643455], [-3.474338, -0.857832, -0.785954], [1.777094, 0.308275, -1.248394]],
  "atomic_forces_ev_per_a": [[0.61, 0.21, 0.20], [-0.34, -0.36, 0.88], [-2.85, -0.42, -0.50], [-0.15, -0.14, -0.80], [-0.80, -0.10, 0.61], [0.02, -0.04, -0.04], [2.59, -0.23, 0.97], [-0.35, -0.03, 0.00], [-0.37, 0.59, -0.77], [0.04, 0.04, 0.00], [1.60, 0.47, -0.53]],
  "e_homo_ev": -13.32,
  "max_force_ev_per_a": 2.925,
  "total_charge": 1,
  "e_lumo_ev": -4.9,
  "relative_energy_ev": 1.639,
  "homo_lumo_gap_ev": 8.402
}

---

9.
{
  "formula": "C2H6IN3S",
  "method": "ωB97M-V/def2-TZVPD",
  "elements": ["N", "H", "N", "H", "H", "H", "S", "I", "H", "H", "N", "C", "C"],
  "coordinates": [[-1.653931, -1.450180, -0.256882], [-1.999750, -2.277429, 0.207666], [-1.271437, 1.536144, 0.743635], [2.885811, 0.583667, -0.598675], [2.136024, -0.620012, -1.773757], [-0.414262, -0.710811, 1.734037], [1.622363, -0.960795, 0.574206], [-2.927165, -0.030296, -0.143970], [1.291276, 0.886756, -1.053385], [-1.546312, 2.316749, 0.231525], [-0.199552, 0.900715, 0.316659], [0.066972, -0.272487, 0.878408], [2.009965, 0.097974, -0.859470]],
  "atomic_forces_ev_per_a": [[1.23, 0.58, -1.05], [-0.17, 0.02, 1.00], [0.31, -3.61, 2.75], [2.08, 0.74, 0.10], [-0.08, 1.58, 1.61], [-0.40, 0.30, 0.32], [-0.46, 0.52, -0.74], [-1.38, 0.29, -0.21], [-0.25, -0.57, 0.08], [0.19, 1.62, -1.97], [-0.81, 0.59, 0.14], [0.02, 0.47, -0.01], [-0.29, -2.53, -2.02]],
  "e_homo_ev": -7.94,
  "max_force_ev_per_a": 4.545,
  "total_charge": 0,
  "e_lumo_ev": -0.8,
  "relative_energy_ev": 5.521,
  "homo_lumo_gap_ev": 7.110
}

---

10.
{
  "formula": "C2H6INO2S",
  "method": "ωB97M-V/def2-TZVPD",
  "elements": ["H", "O", "I", "H", "C", "C", "H", "H", "N", "O", "H", "S", "H"],
  "coordinates": [[1.122315, -1.695297, -1.919534], [-1.176404, -1.942547, -0.062295], [-1.990989, -1.087381, 2.599080], [1.405977, -1.452627, -0.162791], [0.993072, -0.920051, -1.067942], [0.091904, 1.565574, 0.706944], [-0.212434, 1.772321, -0.328356], [1.184855, 1.675722, 0.980722], [-0.110928, 0.152987, 0.892732], [-1.467606, 0.285325, -1.237094], [-0.574273, 2.202693, 1.354765], [-0.707222, -0.610360, -0.419258], [1.441732, 0.053643, -1.336973]],
  "atomic_forces_ev_per_a": [[-0.93, 1.54, 1.15], [0.06, 1.35, -0.28], [1.32, 1.35, -1.07], [0.10, 1.01, -1.02], [0.17, -1.55, -0.22], [0.18, 0.22, 0.77], [0.54, 0.62, 0.25], [-1.25, 0.66, -0.48], [-1.80, -1.57, 2.22], [-0.40, -0.23, -0.29], [0.77, -0.66, -0.40], [1.23, -2.07, -0.96], [0.01, -0.65, 0.35]],
  "e_homo_ev": [-9.72, -9.65],
  "max_force_ev_per_a": 3.262,
  "total_charge": 0,
  "e_lumo_ev": [-3.3, -3.4],
  "relative_energy_ev": 2.321,
  "homo_lumo_gap_ev": [6.370, 6.286]
}

---

Number 1: E_tot -388.92119 Eh. Number 2: E_tot -675.44779 Eh. Number 3: E_tot -752.91407 Eh. Number 4: E_tot -1622.66055 Eh. Number 5: E_tot -873.40340 Eh. Number 6: E_tot -1254.00343 Eh. Number 7: E_tot -1317.16882 Eh. Number 8: E_tot -486.69383 Eh. Number 9: E_tot -939.74762 Eh. Number 10: E_tot -980.77497 Eh.